The following is a quantum chemistry calculation of the ion C4H8N2P with charge +1 in a non-equilibrium geometry, from OMol25.

Structure (XYZ):
```
15
Properties=species:S:1:pos:R:3:forces:R:3:lowdin_charge:R:1
C -2.11527 -0.60375 -0.28935 -1.1 -1.8 -3.6 -0.14
C 0.12609 0.05057 -0.74581 0.3 2.7 -3.1 -0.18
C 2.42171 0.39215 -0.43665 -3.5 0.7 -4.1 -0.49
C -2.39626 -0.14431 1.03389 0.7 1.0 2.2 -0.05
N -1.07794 -0.36910 -0.99735 -0.9 -2.1 1.9 0.13
N 1.24891 -0.34335 -0.18644 0.5 -0.6 1.8 0.02
P 3.76353 0.28950 0.61544 3.4 -0.7 3.1 0.82
H -2.91027 -1.20827 -0.91391 1.3 1.2 1.6 0.18
H 0.31066 0.83871 -1.47732 0.4 0.4 0.4 0.15
H 2.42204 1.07669 -1.39169 -0.5 -1.6 2.0 0.13
H -3.43177 0.09773 1.12585 -0.8 0.6 -0.2 0.08
H -2.38583 -0.99166 1.76404 0.7 0.5 -0.4 0.12
H -1.75260 0.76740 1.32050 -0.9 -1.7 -0.1 0.13
H 1.14660 -1.07882 0.58255 0.9 1.2 -1.3 0.20
H 4.63040 1.22650 -0.00375 -0.4 -0.1 -0.2 -0.12
```
Forces are in eV/Å.

Results
Net charge ... +1
Spin multiplicity ... 3
DFT total energy ... -607.63362 hartree
Energy relative to the best compared isomer or geometry (same formula, charge and spin) ... 0.00 kJ/mol
Gap between HOMO and LUMO (spin up / spin down) ... 6.17 / 7.31 eV
LUMO level (spin up / spin down) ... -0.164 / -0.247 Eh
Molar mass ... 115.10 g/mol